CH7N | wB97M-V/def2-TZVPD

The geometry in XYZ format:
```
9
Properties=species:S:1:pos:R:3:forces:R:3:lowdin_charge:R:1
C 1.590181 -0.147591 -0.631109 0.07 1.21 0.55 -0.05
H 1.023904 0.451184 -1.341513 -0.09 -0.48 -0.37 0.02
H 2.649189 -0.040231 -0.849178 0.04 -0.31 -0.15 0.01
H 1.269612 -1.172190 -0.521409 -0.07 -0.17 -0.25 0.01
H 1.427821 0.389756 0.305147 0.05 -0.25 0.23 0.01
N -2.114592 0.391519 0.936289 -0.18 -0.95 -0.13 0.00
H -2.107560 0.524280 -0.068146 0.56 0.60 -0.16 0.00
H -2.559962 -0.521216 0.932639 -0.51 -0.12 0.56 0.00
H -1.178590 0.124493 1.237276 0.15 0.47 -0.28 0.00
```
Positions in Å, forces in eV/Å.

Computed properties:
LUMO: 0.95 eV
relative energy (zero: lowest compared OMol25 entry of this formula, charge and spin): 14.3 kJ/mol
orbital gap: 11.48 eV
charge: 0
SMILES: C.N

=====

C34H91F2N9O14S2Ti | wB97M-V/def2-TZVPD

The geometry in XYZ format:
```
153
Properties=species:S:1:pos:R:3:forces:R:3:lowdin_spin:R:1
Ti 14.928955 13.476343 11.971119 0.70 1.36 0.66 0.98
N 13.620606 13.081280 10.289577 0.81 -2.81 2.07 0.00
S 13.407835 11.410327 10.155688 -1.85 1.73 2.43 0.00
O 13.865916 11.029367 8.911874 1.09 -1.21 -2.03 0.00
O 12.268752 10.799428 10.781358 1.34 1.11 -0.52 0.00
F 14.609134 11.226876 11.269065 0.17 -0.17 -0.30 0.01
S 12.767885 14.164211 9.551015 1.56 2.20 -2.52 0.00
O 13.538984 15.357260 9.607978 -0.01 0.10 0.48 0.01
O 11.413461 14.181510 9.871599 -1.73 -0.62 0.12 0.00
F 12.967318 13.712540 8.030854 -0.71 -0.19 0.99 0.00
C 15.899411 16.482108 14.488960 -0.67 -1.39 1.93 0.00
C 15.648361 15.339223 13.551795 0.12 0.69 0.94 0.00
O 15.982754 14.140245 13.764189 0.40 -0.42 -0.76 0.00
O 14.927575 15.589394 12.543740 -0.68 -1.56 -1.55 0.00
H 15.305353 16.237602 15.464577 0.99 0.54 -1.68 0.00
H 15.544870 17.366753 14.020432 -0.46 0.75 -0.18 0.00
H 16.919540 16.649708 14.811494 0.30 -0.34 -0.11 0.00
C 20.136196 17.682622 11.839664 0.20 -1.21 0.19 0.00
C 18.754444 17.201129 12.103144 -3.12 -0.02 -1.93 0.00
C 17.806252 17.987099 11.058782 -1.19 -2.04 1.35 0.00
O 17.803811 19.350042 11.294048 0.29 0.76 1.06 0.00
C 17.169841 20.120928 10.301448 0.66 -1.19 -1.03 0.00
N 18.554638 15.715446 11.999907 0.49 0.57 -1.60 0.00
H 20.375702 17.606244 10.781980 -0.07 -0.21 -0.21 0.00
H 20.823486 17.056709 12.387615 0.60 0.13 0.27 0.00
H 20.200146 18.703119 12.078495 0.41 1.39 0.56 0.00
H 18.237651 17.385160 13.052466 1.00 0.62 0.28 0.00
H 16.762716 17.591874 11.131683 0.37 0.08 0.38 0.00
H 18.033621 17.759208 10.043910 0.95 -0.18 -1.14 0.00
H 16.981235 21.100356 10.649831 0.40 1.14 0.50 0.00
H 16.189949 19.756657 10.031713 -0.43 -0.63 -0.08 0.00
H 17.815096 20.088388 9.401280 -0.42 0.41 0.19 0.00
H 19.104528 15.305437 11.218893 -0.33 0.61 0.41 0.00
H 19.011235 15.352574 12.819421 0.05 -0.27 0.80 0.00
C 17.812607 9.709374 15.898622 -0.22 -0.32 -0.84 0.00
C 16.602004 10.524270 16.252026 0.53 0.82 -2.30 0.00
C 16.779260 12.002669 15.799394 -1.79 0.02 2.16 0.00
O 15.470876 12.668584 16.017247 1.23 -0.41 0.57 0.00
C 15.392201 13.316207 17.330232 -0.99 0.04 -2.51 0.00
N 15.533013 9.974017 15.457895 -0.96 0.16 -0.77 0.00
H 18.723930 10.150709 16.246086 0.59 -0.18 0.80 0.00
H 17.920691 9.703267 14.808690 -0.17 -0.12 0.02 0.00
H 17.604153 8.678222 16.212514 0.71 0.19 0.12 0.00
H 16.438325 10.451413 17.298830 -0.28 0.33 1.20 0.00
H 17.024282 12.169012 14.750482 0.12 -0.38 0.10 0.00
H 17.510883 12.460801 16.497590 -0.09 0.03 -0.67 0.00
H 15.348381 12.598044 18.121688 -0.26 -0.46 0.57 0.00
H 14.461248 13.927220 17.211339 0.92 -0.38 0.68 0.00
H 16.289692 13.894229 17.408818 0.29 0.82 0.44 0.00
H 14.639730 10.422285 15.593114 -0.01 0.11 0.44 0.00
H 15.404291 8.983367 15.555338 0.09 -0.33 0.16 0.00
C 9.861926 18.326334 18.147408 -0.84 -0.02 1.08 0.00
C 10.096463 19.715727 17.522075 -1.02 1.07 1.86 0.00
C 10.865081 19.508702 16.260398 1.30 2.02 -1.47 0.00
O 12.192269 19.010647 16.446459 0.69 0.07 0.44 0.00
C 13.207826 20.050740 16.268180 -2.00 -0.49 0.73 0.00
N 8.825978 20.523748 17.290733 0.22 -1.26 -0.01 0.00
H 10.785951 17.742783 18.124444 -0.02 0.13 0.29 0.00
H 9.139398 17.730741 17.575791 0.03 0.32 -0.35 0.00
H 9.401910 18.328330 19.186006 0.89 0.27 -1.05 0.00
H 10.699000 20.384938 18.201254 -0.28 -0.90 -0.51 0.00
H 10.971506 20.481530 15.694584 -0.50 -0.81 0.53 0.00
H 10.367263 18.824558 15.610577 -0.56 -0.63 -0.51 0.00
H 12.939577 20.874707 16.982422 0.78 -0.50 -0.58 0.00
H 13.049631 20.388579 15.245077 0.67 0.34 -0.08 0.00
H 14.190646 19.592934 16.456523 -0.39 0.35 -0.10 0.00
H 8.012707 19.884520 17.256486 0.69 0.63 0.01 0.00
H 8.635367 21.218650 18.022378 0.37 -0.65 -0.36 0.00
C 17.107568 18.977165 18.798342 1.04 0.67 -1.21 0.00
C 15.997046 18.123303 19.255995 -0.84 -2.10 0.69 0.00
C 14.891028 18.991100 19.767668 -0.07 0.99 0.14 0.00
O 13.851356 18.278651 20.387668 0.32 -0.44 -0.42 0.00
C 12.657773 19.007671 20.294973 -0.12 0.01 1.10 0.00
N 15.527705 17.132821 18.247770 0.35 1.02 -0.31 0.00
H 16.875147 19.488249 17.842994 -0.07 -0.04 0.44 0.00
H 18.039409 18.442697 18.603306 -0.14 -0.23 0.10 0.00
H 17.318352 19.716017 19.566694 0.10 0.23 -0.07 0.00
H 16.339990 17.531991 20.120282 -0.02 0.05 -0.15 0.00
H 14.474004 19.621769 18.941057 0.36 -0.29 0.43 0.00
H 15.363654 19.634399 20.524707 -0.30 0.36 -0.14 0.00
H 12.281877 19.007675 19.289093 -0.21 0.16 -0.60 0.00
H 12.796060 20.022864 20.676939 0.01 0.19 -0.20 0.00
H 11.947058 18.538778 20.961984 -0.29 -0.24 0.01 0.00
H 14.695425 16.685534 18.609798 -0.12 -0.08 0.26 0.00
H 15.183390 17.719220 17.481935 0.08 -0.34 -0.14 0.00
C 16.890409 14.250059 8.974469 -0.46 0.44 2.06 0.00
C 17.323894 13.031647 9.797346 0.32 -0.08 -0.19 0.00
C 18.776016 12.716496 9.575735 2.11 1.32 -0.96 0.00
O 19.658257 13.829488 9.961331 -1.21 -0.90 -0.13 0.00
C 20.897416 13.930261 9.262238 -0.07 0.68 0.68 0.00
N 17.051458 13.292138 11.218639 -1.58 2.06 1.43 0.00
H 17.265482 14.255130 7.970685 0.14 -0.08 -0.43 0.00
H 17.329189 15.063328 9.575883 -0.07 0.29 -0.82 0.00
H 15.798360 14.426154 9.003511 0.49 -0.27 -0.21 0.00
H 16.770826 12.149332 9.522401 -0.23 -0.50 -0.28 0.00
H 18.965880 12.650797 8.492828 -0.39 -0.67 0.21 0.00
H 19.117979 11.822553 10.086626 -0.09 -0.32 0.09 0.00
H 20.849985 13.697411 8.195081 -0.27 -0.08 0.09 0.00
H 21.681770 13.345017 9.746499 -0.08 -0.22 -0.09 0.00
H 21.150018 14.988720 9.394454 0.24 -0.22 -0.29 0.00
H 17.378061 14.292599 11.471953 -0.16 -0.91 -0.24 0.00
H 17.504776 12.743620 11.947821 0.30 -0.48 -0.59 0.00
C 11.711678 11.773934 14.541883 0.18 -1.60 0.00 0.00
C 12.275234 12.765562 13.623726 0.27 0.95 -0.92 0.00
C 12.005119 14.209500 14.054859 1.26 -0.92 0.90 0.00
O 12.715619 14.549700 15.284440 -0.71 -0.75 -1.40 0.00
C 12.562350 15.929975 15.529715 0.62 0.64 0.46 0.00
N 13.753403 12.576899 13.567371 0.51 -0.46 0.39 0.00
H 11.859436 10.749897 14.173013 0.40 0.13 0.06 0.00
H 10.650598 11.799861 14.663939 -0.66 0.63 0.41 0.00
H 12.288002 11.940422 15.427233 -0.26 -0.38 1.27 0.00
H 11.886439 12.629816 12.615156 -0.15 0.19 -0.10 0.00
H 10.949277 14.283400 14.221093 -0.68 0.54 -0.14 0.00
H 12.395834 14.817263 13.260913 -0.21 0.95 -0.46 0.00
H 13.002895 16.149994 16.510439 -0.43 -0.12 -0.08 0.00
H 11.533651 16.271349 15.459481 -0.30 -0.15 0.33 0.00
H 13.119847 16.547292 14.827808 0.12 -0.06 -0.40 0.00
H 13.974808 11.601419 13.873300 0.00 0.72 -0.85 0.00
H 14.142730 13.086156 14.371167 0.11 0.11 0.21 0.00
C 19.325292 19.924324 15.361037 0.07 -0.37 0.66 0.00
C 17.943990 20.582604 15.198300 1.37 -0.08 -0.06 0.00
C 18.010694 21.781431 14.259270 -1.23 -0.86 0.15 0.00
O 16.677465 22.298227 14.320801 0.08 0.31 -0.87 0.00
C 16.529687 23.351301 13.392003 -0.75 1.81 1.53 0.00
N 17.005507 19.574389 14.795731 -0.50 -0.86 0.61 0.00
H 20.059949 20.672310 15.719789 -0.30 -0.61 0.18 0.00
H 19.732401 19.538951 14.426902 -0.22 0.15 -0.41 0.00
H 19.247443 18.997795 16.008684 0.14 1.34 -0.30 0.00
H 17.616929 20.987818 16.158137 0.01 -0.20 0.12 0.00
H 18.251895 21.396847 13.254378 -0.06 0.33 0.00 0.00
H 18.716123 22.546985 14.560098 0.34 0.14 0.14 0.00
H 16.881359 23.097293 12.432162 0.77 -0.34 -1.23 0.00
H 17.019924 24.272796 13.789870 0.20 -0.59 -0.49 0.00
H 15.494708 23.707032 13.249311 0.05 -0.81 0.44 0.00
H 16.058113 19.864291 14.868328 -0.76 0.63 0.30 0.00
H 17.067201 19.240694 13.857356 0.77 0.05 -0.84 0.00
C 20.235989 15.000067 17.203312 -0.70 0.80 -2.09 0.00
C 19.949782 15.826207 15.875401 -0.09 -0.78 0.95 0.00
C 21.180770 16.470187 15.277971 0.25 -1.00 0.78 0.00
O 21.933923 15.417854 14.635659 0.13 1.45 0.69 0.00
C 23.341944 15.628565 14.704598 0.12 0.33 -0.21 0.00
N 19.371984 14.969097 14.861745 -1.29 0.66 -0.09 0.00
H 19.370728 14.402908 17.444057 -0.58 0.06 0.22 0.00
H 20.469164 15.652383 18.013585 0.45 0.26 0.70 0.00
H 20.985512 14.272971 16.957735 0.86 -0.15 0.16 0.00
H 19.248822 16.635635 16.055379 -0.25 0.11 0.36 0.00
H 21.729198 16.893541 16.128829 0.32 0.11 -0.32 0.00
H 20.877256 17.266334 14.604661 0.24 0.04 -0.39 0.00
H 23.737279 15.746182 15.747520 -0.47 -0.51 -0.69 0.00
H 23.686354 16.540457 14.167505 -0.46 -0.38 0.09 0.00
H 23.719964 14.759183 14.169568 0.55 0.06 0.37 0.00
H 20.048817 14.285248 14.619600 0.45 -0.94 -0.19 0.00
H 18.507709 14.552402 15.209444 0.39 -0.15 -0.23 0.00
```
Positions in Å, forces in eV/Å.

Computed properties:
multiplicity: 2
LUMO (spin up / spin down): -3.90 / -3.40 eV
orbital gap (spin up / spin down): 7.03 / 7.53 eV
charge: +1

=====

| no. | molar mass (g/mol) |
| --- | --- |
| 1 | 33.1 |
| 2 | 1000.1 |